A single C21H20N2O7S molecule in a non-equilibrium geometry, computed with ωB97M-V with the def2-TZVPD basis set.

Each line ends with the Löwdin charge.
Positions of all 51 atoms, in Å:
S -0.30 1.00 3.99  0.667
O 1.33 -1.49 -0.16  0.077
O -0.80 -1.61 -0.89  0.160
O -1.72 0.99 4.23  -0.296
O -0.36 1.16 0.03  0.145
O 0.17 1.82 2.90  -0.293
O -2.93 -1.33 2.82  0.133
O 3.74 -1.17 -7.49  0.056
N -1.39 -0.26 1.51  0.068
N 3.52 -1.36 -5.28  0.118
C 1.84 -1.44 -1.46  -0.218
C -1.27 0.93 0.78  -0.358
C -2.87 2.97 0.72  0.016
C 3.01 -1.08 -6.52  -0.517
C -4.89 2.67 2.01  -0.058
C 2.78 -2.39 -1.84  0.008
C 2.93 -1.36 -4.01  -0.243
C -3.29 0.92 1.93  -0.088
C -0.39 -1.30 1.46  -0.143
C -4.09 3.44 1.19  -0.060
C 0.32 -0.71 3.80  -0.186
C 0.51 1.59 5.51  -0.126
C 3.33 -2.34 -3.10  -0.013
C -4.51 1.39 2.40  0.014
C -2.48 1.70 1.10  -0.070
C -2.60 -0.36 2.19  -0.379
C 0.01 -1.47 -0.01  -0.436
C 2.01 -0.39 -3.60  -0.007
C 0.79 -0.97 2.38  -0.148
C 1.56 -0.71 -6.63  -0.001
C 1.47 -0.44 -2.34  0.022
H -5.12 0.78 3.04  0.125
H 0.14 2.58 5.71  0.068
H 1.74 0.41 -4.26  0.109
H -0.90 -2.22 1.79  0.175
H 1.50 -1.79 2.35  0.131
H 0.76 0.31 -2.01  0.116
H 1.21 -1.00 -7.62  0.088
H -2.23 3.57 0.09  0.123
H 1.44 0.36 -6.53  0.086
H -5.83 3.06 2.36  0.106
H 1.14 -0.80 4.51  0.099
H 3.08 -3.16 -1.14  0.121
H 1.28 -0.07 2.01  0.121
H 0.96 -1.21 -5.87  0.080
H 4.06 -3.07 -3.40  0.114
H -0.50 -1.36 4.10  0.108
H 1.58 1.61 5.34  0.064
H 0.23 0.92 6.32  0.065
H -4.41 4.43 0.91  0.105
H 4.45 -1.75 -5.32  0.153

As for the maximum force: 1.18 eV/A. The calculation puts the energy above the lowest of the compared OMol25 structures with the same formula, charge and spin at 0.0 kcal/mol. The LUMO energy comes out at -0.144 eV. Its SMILES is CC(=O)Nc1ccc(OC(=O)[C@@H](CCS(C)(=O)=O)N2C(=O)c3ccccc3C2=O)cc1. The charge is 0. The calculation puts the electronic energy at -1846.688264 Eh. For the gap between HOMO and LUMO, the calculation gives 8.4 eV.